Version one
This record from the OMol25 dataset describes a 2-piece molecular cluster, C5H16N2O2 overall. The level of theory is wB97M-V/def2-TZVPD.

Results
LUMO, hartree: 0.033
SMILES: CO[C@H](C)N.C[C@H](N)O
2S+1: 1
Kohn-Sham gap, eV: 9.51

Last column: Löwdin charge in e.
Geometry (Å):
O 1.53956 -0.17789 -0.46369  -0.213
O -1.25097 -0.22847 -0.83248  -0.017
N -1.43295 2.19841 -1.06671  0.018
N 1.22928 0.34659 1.80018  0.076
C -3.31023 0.75689 -0.17953  -0.046
C -1.80734 0.89274 -0.27250  -0.523
C 1.74440 -0.63106 0.89636  -0.481
C 1.07229 -1.97628 1.14756  -0.029
C 2.28667 -0.86004 -1.44609  -0.095
H 1.54867 -2.76624 0.57247  0.073
H 2.14063 -0.31800 -2.37909  0.094
H -0.42501 2.32431 -1.09687  0.045
H 1.15250 -2.21594 2.20424  0.083
H -1.30631 1.34549 0.63861  0.122
H -1.85903 3.02303 -0.65947  0.049
H -3.55652 -0.15127 0.36681  0.078
H 1.94368 -1.89069 -1.57519  0.088
H 0.21829 0.39814 1.72789  0.060
H 1.60991 1.26393 1.59839  0.085
H 3.35184 -0.86380 -1.19036  0.091
H -3.71782 0.68459 -1.18573  0.083
H 2.83166 -0.70972 1.05521  0.144
H 0.02166 -1.91773 0.86670  0.080
H -0.27712 -0.13878 -0.85677  0.059
H -3.74773 1.61181 0.33007  0.075

Version two
This record from the OMol25 dataset describes a 2-piece molecular cluster, C5H16N2O2 overall. The level of theory is wB97M-V/def2-TZVPD.

Results
LUMO, hartree: 0.031
SMILES: CNC(C)(O)O.CCN
2S+1: 1
Kohn-Sham gap, eV: 9.76

Last column: Löwdin charge in e.
Geometry (Å):
O 0.27618 1.23550 -0.92585  -0.003
O -1.59794 0.55677 -2.07476  -0.003
N 0.42469 -0.23181 1.72177  -0.022
N -0.29925 -1.01678 -1.10577  -0.037
C 0.72345 -2.00866 -1.38970  -0.117
C 0.50728 0.25480 -3.12624  -0.002
C -0.34895 1.25854 3.59261  -0.109
C -0.25685 0.25066 -1.80604  -0.689
C -0.67859 0.15223 2.58798  -0.337
H 1.21911 -0.53501 2.27609  0.078
H -1.50100 0.47845 1.94496  0.103
H 0.45226 0.94174 4.25966  0.065
H 1.74489 -1.64643 -1.21685  0.082
H 0.71753 0.56095 1.15876  0.053
H 0.32974 1.20964 -3.61530  0.088
H 0.13066 -0.53339 -3.77020  0.086
H -2.07364 -0.02482 -1.41929  0.122
H -1.00795 -0.74338 3.12428  0.104
H 0.03596 2.10147 -1.27698  0.104
H -0.02659 2.15887 3.07130  0.067
H 0.63853 -2.34737 -2.42173  0.074
H 1.56968 0.11932 -2.94949  0.084
H 0.54822 -2.85621 -0.73039  0.080
H -0.30517 -0.83623 -0.10258  0.066
H -1.22226 1.50117 4.19375  0.064

Most stable one: version two, least stable one: version one.

Version one
This record from the OMol25 dataset describes the molecule C3H6N4. The level of theory is wB97M-V/def2-TZVPD.

Results
LUMO, hartree: 0.028
SMILES: [H]/N=c1/cc[nH]n1N
2S+1: 1
Kohn-Sham gap, eV: 8.94

Last column: Löwdin charge in e.
Geometry (Å):
N 0.73903 -1.02570 0.15274  -0.006
N -1.09705 1.79742 0.05544  0.119
N -1.62824 -0.76635 0.08460  -0.001
N -0.42865 -0.36481 -0.43696  -0.190
C -0.14419 1.00978 -0.20853  -0.418
C 1.74617 -0.08490 -0.00898  -0.170
C 1.31894 1.12950 0.02538  -0.013
H 1.72463 2.06985 0.19632  0.089
H 0.82706 -2.12240 -0.29787  0.212
H -1.71076 -0.83108 1.23236  0.190
H 2.65213 -0.63141 -0.12830  0.110
H -2.07500 -1.42255 -0.47707  0.051
H -1.92408 1.24266 -0.18912  0.028

Version two
This record from the OMol25 dataset describes a 2-piece molecular cluster, C3H6N4 overall. The level of theory is wB97M-V/def2-TZVPD.

Results
LUMO (alpha / beta), hartree: -0.094 / -0.111
2S+1: 1
Kohn-Sham gap (alpha / beta), eV: 5.97 / 5.64

Last column: Löwdin charge in e.
Geometry (Å):
N -2.37432 1.67694 -0.92958  0.014
N 1.47866 -0.22098 0.62223  -0.235
N 2.51202 0.22927 1.26157  0.211
N 0.19101 -1.77779 -0.34290  0.092
C 0.20294 0.23530 0.56596  -0.023
C 1.41842 -1.51016 0.11269  -0.132
C -0.64448 -0.73849 0.06927  -0.129
H -1.59670 -0.71413 -0.26025  0.045
H 2.34458 -2.03610 -0.03061  0.116
H -1.31779 1.48217 -0.86018  0.014
H -2.84392 1.10254 -0.31187  -0.048
H 3.34027 -0.34653 1.03480  0.078
H -2.71069 2.61796 -0.93113  -0.003

Version three
This record from the OMol25 dataset describes the molecule C3H6N4. The level of theory is wB97M-V/def2-TZVPD.

Results
LUMO, hartree: 0.041
SMILES: NNc1cc[nH]n1
2S+1: 1
Kohn-Sham gap, eV: 9.07

Last column: Löwdin charge in e.
Geometry (Å):
N -2.58396 -0.38399 0.21014  0.011
N -1.46895 0.50623 -0.27653  -0.061
N 1.66062 -0.95835 -0.02553  -0.081
N 0.31028 -1.12870 -0.13207  0.049
C 2.01887 0.28913 0.07839  -0.173
C 0.89094 1.11675 0.02783  -0.032
C -0.19639 0.17284 -0.19735  -0.397
H 3.14773 0.56311 0.31897  0.153
H -2.17040 -1.09216 0.87311  0.076
H -2.91787 -0.98901 -0.57899  0.076
H 2.13253 -1.80102 -0.30006  0.144
H 0.84745 2.18624 0.00717  0.078
H -1.67085 1.51893 -0.00509  0.156

Version four
This record from the OMol25 dataset describes the molecule C3H6N4. The level of theory is wB97M-V/def2-TZVPD.

Results
LUMO, hartree: 0.022
2S+1: 1
Kohn-Sham gap, eV: 8.01

Last column: Löwdin charge in e.
Geometry (Å):
N 0.18297 2.30964 -0.16723  0.036
N 0.37584 -0.09961 -1.73940  0.053
N 0.27590 -0.00015 -0.33765  -0.226
N -0.68650 -1.32883 1.34563  -0.044
C -0.01238 -1.24319 0.30439  -0.171
C 0.23988 1.07886 0.36638  -0.218
C -1.55338 -1.73382 2.06448  0.055
H 0.46600 -2.15911 0.02465  0.127
H -1.41727 -1.59099 3.10345  0.021
H 0.08836 -1.03963 -2.03852  0.077
H 0.57650 2.47929 -1.09256  0.068
H 1.38981 0.06722 -2.07459  0.122
H 0.07429 3.26031 0.24098  0.101

Most stable one: version three, least stable one: version two.

Version one
This record from the OMol25 dataset describes the molecule C3H6N4. The level of theory is wB97M-V/def2-TZVPD.

Results
LUMO, hartree: 0.023
SMILES: Cc1nnnn1C
2S+1: 1
Kohn-Sham gap, eV: 11.01

Last column: Löwdin charge in e.
Geometry (Å):
N -1.82395 1.23348 0.06592  0.026
N -2.58705 0.16041 -0.08589  -0.064
N -0.63869 -0.56914 -0.00933  -0.167
N -1.89723 -0.88690 -0.15574  0.005
C 0.42489 -1.54661 -0.02474  -0.010
C 0.96389 1.46141 -0.05397  0.034
C -0.57059 0.80767 0.12939  -0.232
H 0.19881 -2.19433 0.84826  0.104
H 1.33081 -0.97932 0.40875  0.095
H 1.10743 2.43667 0.39165  0.064
H 0.67616 -2.07064 -0.88641  0.067
H 1.53941 0.66034 0.42662  0.030
H 1.27609 1.48696 -1.05450  0.047

Version two
This record from the OMol25 dataset describes C3H6N4 as an isolated structure. The level of theory is wB97M-V/def2-TZVPD.

Results
LUMO, hartree: 0.033
2S+1: 1
Kohn-Sham gap, eV: 9.53

Last column: Löwdin charge in e.
Geometry (Å):
N 1.16416 1.77898 1.72155  0.185
N -2.18673 -0.90811 0.14191  0.061
N 1.53486 0.18906 0.10105  0.051
N 1.29634 0.92192 1.00287  -0.221
C 1.34860 -1.16256 -0.03181  -0.243
C -2.92272 -0.70176 0.98499  -0.079
C 1.70645 -1.80843 -1.13412  0.005
H -3.61069 -0.51609 1.76804  0.045
H -1.49791 4.11157 -1.46377  0.001
H 0.89554 -1.67840 0.80854  0.097
H -1.43324 3.93915 -0.70889  -0.002
H 1.55657 -2.86793 -1.22106  0.046
H 2.14878 -1.29739 -1.96931  0.052

Version three
This record from the OMol25 dataset describes the molecule C3H6N4. The level of theory is wB97M-V/def2-TZVPD.

Results
LUMO, hartree: 0.030
SMILES: [H]/N=C\N(/C=N/[H])/C=N/[H]
2S+1: 1
Kohn-Sham gap, eV: 10.39

Last column: Löwdin charge in e.
Geometry (Å):
N -0.02927 0.00254 -0.00577  -0.057
N -1.40536 -1.84312 -0.80016  0.110
N 0.11371 2.16399 -0.88588  0.084
N 1.33915 -0.55084 1.80514  0.088
C -0.45608 1.02618 -0.86750  -0.232
C -0.55039 -1.30880 -0.06633  -0.258
C 0.99447 0.29321 0.91834  -0.228
H -0.35369 2.76487 -1.58440  0.060
H -1.30542 0.74856 -1.51768  0.122
H 2.10965 -0.17360 2.37306  0.058
H -0.13921 -1.87259 0.76102  0.101
H -1.77693 -1.24483 -1.54412  0.034
H 1.41003 1.30605 0.81181  0.117

Most stable one: version three, least stable one: version two.